Density functional theory data (ωB97M-V/def2-TZVPD) for the molecule C8H12Si in a non-equilibrium geometry.

The geometry in XYZ format:
```
21
Properties=species:S:1:pos:R:3:forces:R:3
C -2.9105 -2.5724 1.6404 0.048 0.064 -0.192
C -2.5483 -1.8717 0.7337 0.178 0.329 -0.455
C 0.3319 0.8026 0.2485 -4.115 0.348 -0.116
C 0.7154 -0.2234 -0.4696 0.259 -0.227 -0.091
C -1.9030 0.9844 0.1455 3.503 -0.772 -0.127
C -0.2607 -1.0866 -1.2139 -0.585 -0.024 -0.008
C 0.9472 1.8544 1.0713 0.219 0.088 0.130
C 2.1722 -0.5938 -0.6298 -0.156 0.194 0.126
Si -2.0439 -0.7071 -0.6177 0.784 0.271 0.556
H -3.2423 -3.1984 2.4187 -0.125 -0.278 0.381
H -2.1549 1.1321 1.1828 -0.163 -0.038 0.190
H -2.0018 1.8762 -0.4515 -0.065 0.183 -0.181
H -0.1664 -0.8754 -2.2823 -0.058 -0.049 -0.137
H 0.0012 -2.1389 -1.0910 -0.062 -0.111 -0.011
H 1.2743 1.4473 2.0301 0.029 0.045 0.059
H 0.2395 2.6561 1.2759 0.073 -0.021 -0.033
H 1.8122 2.2862 0.5659 0.103 0.060 0.020
H 2.3214 -1.6404 -0.3649 0.054 -0.039 0.014
H 2.8082 0.0238 -0.0009 0.119 0.002 0.026
H 2.4797 -0.4639 -1.6677 0.035 -0.041 -0.072
H -3.0077 -0.8522 -1.7211 -0.076 0.013 -0.079
```
Positions in Å, forces in eV/Å.

Results
E_HOMO ... -8.76 eV
Total charge ... 0
LUMO level ... 0.0343 Eh
Relative energy (zero: lowest compared OMol25 entry of this formula, charge and spin) ... 1.3918 eV

In the natural (NBO) picture, each atom carries the following charge in e:
1 C -0.177
2 C -0.476
3 C 0.153
4 C -0.089
5 C -0.871
6 C -0.844
7 C -0.703
8 C -0.626
9 Si 1.327
10 H 0.225
11 H 0.227
12 H 0.221
13 H 0.236
14 H 0.238
15 H 0.228
16 H 0.235
17 H 0.222
18 H 0.218
19 H 0.211
20 H 0.217
21 H -0.172